1.
Molecular formula: C20H32NO17S2
Method: DFT, ωB97M-V/def2-TZVPD

As for the spin multiplicity: 1. Its LUMO energy is 2.17 eV. As for the total charge: -1.

Last column: Mulliken charge in e.
Atoms and positions in Å:
C  -2.705  -3.164  2.390  -1.262
H  -2.334  -3.241  1.372  -0.002
C  -3.788  -3.250  -1.935  1.021
H  1.782  4.072  -0.163  -0.022
N  1.290  0.135  -0.386  -0.419
O  -0.678  -1.270  0.075  -0.484
H  1.366  9.682  0.088  0.306
H  -1.988  -3.691  4.991  0.345
H  2.260  8.403  -0.721  0.350
H  -3.658  -2.639  2.363  0.270
O  1.856  -6.663  -3.223  -0.583
O  1.645  0.264  -2.906  -0.729
H  -4.135  -4.953  -3.242  0.330
H  3.093  -3.140  -3.869  0.221
O  -0.872  -1.979  5.338  -0.353
H  1.168  -2.525  -2.543  0.087
O  1.091  -4.602  -2.736  -0.300
O  -2.293  -1.213  3.813  -0.404
H  0.359  -0.010  2.567  0.211
O  -0.982  0.730  -1.368  -0.729
C  -1.708  -2.413  3.245  1.245
S  2.044  0.802  -1.621  1.433
O  -1.753  0.079  5.575  -0.569
O  -2.729  -5.282  -1.773  -0.316
C  4.214  -2.840  -2.044  -1.271
H  -1.559  1.726  1.018  0.309
C  1.473  8.601  0.008  -1.267
H  3.792  -2.291  -1.202  0.315
H  4.949  -3.556  -1.682  0.373
H  -0.744  3.109  -0.882  0.352
H  3.944  7.641  1.654  0.315
H  1.114  2.769  -2.567  0.394
C  -1.210  -3.095  4.505  -0.523
H  -5.841  -2.624  -1.809  0.344
H  -5.274  -2.872  -3.469  0.367
H  0.081  1.813  2.969  0.317
C  1.362  6.061  2.490  0.662
H  -4.785  -1.441  -2.574  0.315
O  0.777  5.232  3.101  -0.532
H  2.724  2.989  -1.901  0.419
H  -2.879  -4.180  2.744  0.409
O  3.277  -4.945  -2.911  -0.412
C  -4.993  -2.505  -2.481  -1.393
C  -1.662  -0.940  4.966  0.620
O  3.459  0.676  -1.325  -0.758
O  -0.115  3.830  -0.748  -0.637
H  4.739  -2.114  -2.662  0.264
O  -3.192  -5.667  0.397  -0.545
C  -0.698  1.080  1.152  -0.349
H  -0.862  -2.098  2.629  -0.112
H  1.745  -3.456  -1.143  0.258
H  -2.962  -2.564  -1.732  0.005
S  -0.282  0.086  -0.268  1.048
H  3.178  6.556  0.464  0.322
C  3.034  7.103  1.400  -0.585
H  0.538  8.195  -0.373  0.331
C  1.147  3.236  -0.460  0.467
H  -2.555  -4.165  -3.503  0.340
C  1.796  7.978  1.356  0.539
C  -0.043  0.965  2.307  -0.743
C  -3.305  -4.427  -2.761  -0.664
C  3.108  -3.505  -2.840  0.825
H  1.083  2.549  0.381  0.005
O  0.784  7.034  1.747  -0.375
C  1.722  -3.407  -2.234  -0.372
O  2.716  6.170  2.433  -0.330
C  2.054  -5.511  -2.979  0.575
C  1.739  2.570  -1.700  -1.117
H  -0.325  -3.705  4.343  0.305
H  1.843  8.740  2.139  0.288
C  -3.336  -5.023  -0.593  0.639
O  -4.099  -3.912  -0.687  -0.386

---

2.
Molecular formula: C20H33As2FIrN3OSi
Method: DFT, ωB97M-V/def2-TZVPD

As for the spin multiplicity: 2. The energy above the lowest of the compared OMol25 structures with the same formula, charge and spin is 16.2 kcal/mol. The expectation value of S² is 1.16. Its LUMO energy (alpha / beta) is -11.54 / -11.63 eV. As for the total charge: +3.

Last column: Mulliken spin population.
Atoms and positions in Å:
H  -4.467  1.255  -1.962  -0.001
H  -0.222  -3.938  0.562  0.000
H  5.245  -0.077  -0.749  0.000
Ir  -0.204  0.289  -0.256  1.371
H  4.959  -0.360  3.365  -0.003
N  -0.775  -2.757  -2.369  0.002
H  4.294  -0.134  1.021  -0.002
N  1.756  0.107  0.155  -0.077
C  -1.950  3.169  0.717  0.003
H  2.085  3.111  0.556  0.000
H  1.826  1.964  -2.393  -0.005
H  -0.705  -3.585  -2.939  0.000
H  -3.640  -0.219  -2.500  0.000
H  -3.509  5.638  2.413  0.000
H  -1.311  5.098  1.457  0.000
C  1.837  0.898  -2.630  0.041
C  2.165  -0.006  1.420  -0.127
C  -2.123  4.387  1.364  -0.002
H  0.823  -0.105  4.585  -0.002
H  -3.486  -0.687  1.646  0.000
C  -3.012  2.269  0.600  0.012
H  1.117  4.585  0.738  0.001
C  -4.424  3.802  1.787  0.000
H  4.905  0.620  -2.313  0.000
H  -5.388  4.052  2.210  0.000
C  2.766  -1.894  -1.704  0.000
C  -4.254  2.587  1.136  0.000
C  -0.361  3.693  -1.813  -0.004
O  -0.747  -1.732  -0.339  0.023
H  4.632  1.592  -0.878  0.000
As  -2.678  0.624  -0.334  -0.015
H  3.212  -2.478  -0.896  0.001
C  1.127  3.506  0.888  0.002
H  -0.247  -4.801  -0.930  0.001
H  3.349  -2.093  -2.609  0.000
C  -3.679  -0.744  0.577  0.001
C  2.944  -0.240  4.118  -0.141
H  -1.033  -1.898  -2.822  0.000
H  0.613  3.731  -2.294  0.001
C  1.582  -0.113  3.814  0.005
F  -0.059  0.103  2.191  0.010
H  0.972  3.284  1.942  0.001
C  -3.495  0.775  -2.079  0.000
C  3.914  -0.257  3.105  -0.008
H  1.756  -2.254  -1.888  -0.003
N  -0.274  -3.920  -0.442  0.002
H  0.805  0.545  -2.754  -0.008
H  -2.877  1.371  -2.745  0.000
H  -5.091  1.904  1.056  0.000
H  -1.089  3.241  -2.483  0.000
H  -3.393  -1.722  0.200  0.000
C  4.551  0.579  -1.277  -0.002
C  3.542  -0.135  1.797  -0.032
H  -0.686  4.702  -1.561  -0.001
H  -4.736  -0.573  0.379  0.000
As  -0.298  2.721  -0.148  0.035
H  3.246  -0.328  5.154  0.000
H  2.319  0.797  -3.607  0.005
C  1.234  -0.012  2.505  -0.081
Si  2.823  -0.070  -1.391  0.001
C  -0.597  -2.780  -1.045  -0.003
C  -3.366  4.695  1.902  0.000

---

3.
Molecular formula: C20H33BeN2O2SSe3Si2Te2
Method: DFT, ωB97M-V/def2-TZVPD

As for the spin multiplicity: 1. Its LUMO energy is 2.23 eV. As for the total charge: -1.

Last column: Mulliken charge in e.
Atoms and positions in Å:
C  1.233  -0.269  -0.023  0.614
H  -0.532  1.801  1.727  -0.634
Se  -2.149  1.724  -3.855  -0.414
H  5.135  -0.950  -0.410  0.438
H  3.877  -2.222  -0.271  0.218
C  -0.094  -1.664  3.285  -0.879
Be  -2.093  -1.253  -2.234  0.256
C  -2.980  3.064  -0.203  -0.520
C  -2.123  -0.937  1.537  -0.424
H  3.675  1.786  1.043  0.252
C  -0.294  -2.385  2.119  -0.164
C  -0.983  5.313  0.032  -1.020
C  2.852  0.046  -2.499  -0.869
Te  -4.498  1.028  -3.518  -0.123
H  3.851  -0.005  -2.859  0.380
O  -1.246  -4.402  0.045  -0.757
H  2.769  -4.752  -1.905  0.446
N  -0.331  -3.121  -3.504  -0.554
C  -0.569  0.320  4.740  -1.656
H  -0.493  -0.294  5.633  0.463
H  0.684  -1.905  3.945  0.515
H  0.801  2.823  0.971  0.309
H  2.654  2.528  -0.196  0.210
H  -2.950  -0.704  0.934  0.200
H  -3.212  2.059  0.132  0.184
C  1.930  -4.253  -2.357  -1.015
H  -0.480  5.122  -0.880  0.317
H  0.466  -3.753  -5.336  0.314
Si  2.921  0.122  -0.706  0.334
H  -1.259  1.158  4.984  0.307
C  -1.898  -0.209  2.657  -0.872
H  -0.269  5.794  0.803  0.241
O  -3.187  -3.082  -0.227  -0.721
H  0.392  0.813  4.557  0.309
C  -0.192  2.336  0.846  0.152
C  -0.860  -0.509  3.544  1.129
H  2.250  -0.709  -2.945  0.274
C  1.736  -4.270  -3.732  -0.356
Te  -0.169  1.175  -0.885  0.269
H  1.264  -0.255  1.085  0.215
Si  -1.544  3.642  0.762  0.139
H  -3.866  3.740  -0.194  0.390
H  -2.747  2.844  -1.228  -0.019
H  2.442  -4.749  -4.438  0.343
C  0.577  -3.728  -4.230  -0.522
H  -2.671  2.860  2.893  0.294
H  0.222  -3.333  2.001  0.426
C  1.052  -3.506  -1.592  -0.017
H  1.211  -3.463  -0.588  0.542
N  -1.142  -2.392  -1.506  0.453
C  4.156  -1.147  -0.085  -1.124
C  -2.019  3.708  2.533  -1.137
C  -1.295  -2.016  1.218  0.283
S  -1.792  -3.112  -0.205  1.027
H  0.965  -1.280  -0.319  -1.028
C  3.477  1.836  -0.069  -1.046
H  -1.921  5.891  -0.028  0.278
H  4.427  2.134  -0.454  0.418
H  -1.144  3.729  3.201  0.344
Se  -1.206  -0.383  -3.930  -0.018
C  -0.091  -3.039  -2.208  0.517
H  -2.462  0.686  2.882  0.326
H  2.355  0.992  -2.734  0.243
H  -2.657  4.558  2.803  0.457
H  4.101  -1.037  1.017  0.275
Se  -4.055  -0.542  -1.575  -0.211

---

4.
Molecular formula: C20H33BrInO14
Method: DFT, ωB97M-V/def2-TZVPD

As for the spin multiplicity: 1. Its LUMO energy is 2.14 eV. As for the total charge: -1.

Last column: Mulliken charge in e.
Atoms and positions in Å:
H  5.661  0.556  4.218  0.255
H  -6.691  5.928  -1.086  0.377
O  4.173  -0.838  4.096  -0.218
H  4.785  -5.862  -2.026  0.337
H  6.106  -2.346  4.034  0.324
C  3.156  -0.344  4.865  0.455
H  -0.337  2.324  0.521  0.308
H  -3.953  1.819  -5.292  0.279
H  -0.777  -1.142  3.887  0.200
H  -6.362  4.276  -0.586  0.322
C  -6.391  4.942  -1.456  -1.410
O  -3.851  4.625  -5.312  -0.572
C  -2.764  0.715  -3.829  0.778
C  5.386  -0.396  4.688  0.540
H  -4.294  4.428  -1.524  -0.060
C  -1.391  -0.739  2.947  -0.833
O  -5.087  4.352  -3.404  -0.370
C  -2.915  1.674  -4.973  -0.251
O  -3.798  1.505  0.563  -0.568
O  -2.462  1.630  2.567  -0.315
H  -1.683  3.344  -0.353  0.214
C  -1.253  0.894  2.966  -0.079
C  -2.268  -0.308  -5.756  0.549
H  -4.541  -0.130  -2.892  0.355
C  -1.415  2.260  0.068  -0.222
H  -3.965  6.794  -1.644  0.338
H  -1.803  0.855  -3.320  0.216
O  3.025  -5.290  -1.154  -0.261
In  -0.292  -1.627  1.129  0.511
C  6.486  -1.423  4.484  -1.265
H  -1.308  -2.894  0.321  -0.334
H  -2.481  -1.150  3.074  0.300
H  -3.500  0.791  -1.807  0.141
C  6.087  -6.710  0.164  -1.273
Br  2.111  -2.527  1.677  -0.414
H  -0.282  1.174  2.376  0.102
H  -0.095  -0.293  -0.099  -0.332
O  -3.708  6.123  -3.587  -0.310
O  1.976  -0.389  4.558  -0.501
H  4.021  -7.017  0.717  0.285
C  -4.184  5.001  -4.199  0.590
C  4.990  -0.195  6.121  -0.627
H  3.668  -7.197  -1.642  0.300
C  4.617  -6.332  0.101  0.546
C  -2.583  1.767  1.108  0.518
H  -4.525  1.651  -2.945  0.143
H  -7.170  4.564  -2.127  0.335
H  -5.336  7.043  -2.756  0.343
H  6.453  -7.107  -0.788  0.354
H  7.000  -1.670  5.418  0.353
O  2.820  -3.433  0.170  -0.304
C  -5.029  4.972  -2.129  1.073
O  -1.954  -1.183  -6.547  -0.595
H  7.248  -1.021  3.805  0.301
H  5.038  -1.110  6.724  0.328
C  -4.539  6.350  -2.463  -0.641
C  4.065  -6.240  -1.291  -0.635
H  6.236  -7.499  0.910  0.292
H  5.584  0.583  6.609  0.307
C  3.370  -4.487  -0.106  0.399
O  -2.211  1.030  -6.018  -0.365
C  -3.903  0.758  -2.825  -1.045
O  -2.726  -0.542  -4.489  -0.392
H  -1.042  1.196  4.101  0.183
H  -1.486  1.544  -0.884  -0.199
H  -2.471  2.649  -4.754  0.146
O  3.635  0.203  6.020  -0.322
O  4.417  -5.017  0.596  -0.303
H  6.715  -5.863  0.459  0.319

---

The largest force on an atom results, record by record, are as follows: 1.23, 0.51, 3.41, 12.55 eV Å⁻¹.